A structure of composition C4H8N2O, computed with ωB97M-V with the def2-TZVPD basis set.

## Properties
Charge   0
Relative energy (zero: lowest compared OMol25 entry of this formula, charge and spin)   498.5 kJ/mol
M   100.12 Da
HOMO energy   -9.38 eV
LUMO energy   0.90 eV

Structure (XYZ):
```
15
Properties=species:S:1:pos:R:3:forces:R:3:mulliken_charge:R:1
C -0.0166 -1.6897 -0.6699 0.20 0.12 0.13 -0.828
N 0.4590 -0.3118 -0.6509 0.53 0.59 0.90 -0.324
C 1.2030 0.1088 0.5504 -2.76 -0.64 -0.60 0.387
N 1.4737 1.4366 0.4991 -0.01 0.62 -2.51 -0.327
C -1.1384 0.8504 -0.6932 0.09 -0.46 -0.28 -0.507
C -1.8077 0.7475 0.4224 0.00 -0.21 -0.01 -0.460
O 1.2723 -0.6123 1.5301 0.74 0.34 -0.68 -0.576
H 1.2827 1.8860 -0.4667 0.92 -0.74 2.71 0.261
H 2.0901 1.8263 1.1948 -0.11 0.17 -0.27 0.234
H -0.1885 0.4944 -1.4225 0.15 -0.02 0.61 0.695
H -0.6869 -1.8231 -1.5239 0.06 0.11 0.14 0.331
H -0.5339 -1.9576 0.2566 0.04 -0.01 -0.10 0.314
H 0.8388 -2.3593 -0.8005 -0.13 0.03 0.06 0.282
H -1.4664 0.1683 1.2796 -0.03 0.02 -0.06 0.245
H -2.7814 1.2354 0.4946 0.32 0.07 -0.03 0.274
```
Positions in Å, forces in eV/Å.